{"formula": "C80H170F24N13O20S8", "method": "ωB97M-V with the def2-TZVPD basis set", "species": ["C", "C", "N", "C", "C", "C", "C", "C", "O", "C", "H", "H", "H", "H", "H", "H", "H", "H", "H", "H", "H", "H", "H", "H", "H", "H", "H", "H", "H", "H", "C", "C", "N", "C", "C", "C", "C", "C", "O", "C", "H", "H", "H", "H", "H", "H", "H", "H", "H", "H", "H", "H", "H", "H", "H", "H", "H", "H", "H", "H", "C", "C", "N", "C", "C", "C", "C", "C", "O", "C", "H", "H", "H", "H", "H", "H", "H", "H", "H", "H", "H", "H", "H", "H", "H", "H", "H", "H", "H", "H", "C", "C", "N", "C", "C", "C", "C", "C", "O", "C", "H", "H", "H", "H", "H", "H", "H", "H", "H", "H", "H", "H", "H", "H", "H", "H", "H", "H", "H", "H", "C", "C", "C", "N", "C", "C", "C", "C", "C", "H", "H", "H", "H", "H", "H", "H", "H", "H", "H", "H", "H", "H", "H", "H", "H", "H", "H", "C", "C", "C", "N", "C", "C", "C", "C", "C", "H", "H", "H", "H", "H", "H", "H", "H", "H", "H", "H", "H", "H", "H", "H", "H", "H", "H", "C", "C", "C", "N", "C", "C", "C", "C", "C", "H", "H", "H", "H", "H", "H", "H", "H", "H", "H", "H", "H", "H", "H", "H", "H", "H", "H", "C", "C", "C", "N", "C", "C", "C", "C", "C", "H", "H", "H", "H", "H", "H", "H", "H", "H", "H", "H", "H", "H", "H", "H", "H", "H", "H", "C", "C", "C", "N", "C", "C", "C", "C", "C", "H", "H", "H", "H", "H", "H", "H", "H", "H", "H", "H", "H", "H", "H", "H", "H", "H", "H", "C", "F", "F", "F", "S", "O", "O", "N", "S", "O", "O", "C", "F", "F", "F", "C", "F", "F", "F", "S", "O", "O", "N", "S", "O", "O", "C", "F", "F", "F", "C", "F", "F", "F", "S", "O", "O", "N", "S", "O", "O", "C", "F", "F", "F", "C", "F", "F", "F", "S", "O", "O", "N", "S", "O", "O", "C", "F", "F", "F"], "positions_angstrom": [[6.938, 2.396, -5.268], [6.365, 3.702, -5.719], [6.788, 4.969, -5.028], [6.469, 4.833, -3.522], [8.323, 5.110, -5.076], [8.887, 5.105, -6.537], [6.030, 6.153, -5.598], [6.575, 7.487, -5.196], [6.482, 7.853, -3.824], [5.271, 8.120, -3.213], [8.037, 2.412, -5.210], [6.793, 1.620, -6.038], [6.409, 2.080, -4.390], [5.267, 3.622, -5.583], [6.452, 3.782, -6.828], [6.874, 3.845, -3.296], [5.380, 4.933, -3.429], [7.015, 5.588, -2.905], [8.608, 4.232, -4.509], [8.540, 6.094, -4.586], [8.389, 4.427, -7.265], [9.946, 4.788, -6.502], [8.812, 6.155, -6.948], [5.023, 6.081, -5.325], [5.927, 6.032, -6.657], [6.051, 8.165, -5.819], [7.640, 7.597, -5.417], [4.501, 8.481, -3.840], [5.453, 8.908, -2.469], [4.799, 7.231, -2.752], [-7.409, 3.840, -1.619], [-8.028, 2.923, -0.574], [-8.064, 1.376, -0.817], [-6.800, 0.749, -1.463], [-8.282, 0.755, 0.591], [-6.972, 0.724, 1.392], [-9.281, 1.008, -1.633], [-10.483, 1.951, -1.565], [-10.893, 2.216, -0.298], [-12.063, 2.931, -0.500], [-8.027, 3.908, -2.492], [-6.422, 3.563, -1.975], [-7.482, 4.871, -1.198], [-9.079, 3.170, -0.402], [-7.653, 3.157, 0.370], [-6.799, 0.990, -2.547], [-6.961, -0.350, -1.457], [-5.875, 0.985, -0.979], [-8.661, -0.224, 0.382], [-9.112, 1.419, 0.930], [-7.119, 0.883, 2.453], [-6.330, 1.519, 1.001], [-6.401, -0.210, 1.260], [-9.647, -0.012, -1.442], [-8.963, 0.916, -2.685], [-11.317, 1.472, -2.154], [-10.213, 2.937, -2.097], [-12.863, 2.208, -0.593], [-12.064, 3.658, -1.279], [-12.204, 3.533, 0.447], [11.756, -1.455, 6.543], [11.550, -0.801, 5.188], [10.394, 0.277, 5.023], [10.741, 1.447, 5.850], [10.388, 0.633, 3.570], [10.278, -0.479, 2.559], [9.039, -0.283, 5.369], [8.350, 0.188, 6.668], [9.206, -0.266, 7.723], [8.825, 0.250, 8.951], [11.812, -0.663, 7.356], [12.755, -1.918, 6.615], [10.994, -2.234, 6.765], [11.302, -1.548, 4.505], [12.340, -0.193, 4.820], [10.221, 2.296, 5.578], [11.804, 1.656, 5.754], [10.402, 1.177, 6.854], [11.306, 1.226, 3.344], [9.588, 1.334, 3.373], [9.556, -1.162, 2.902], [11.199, -1.023, 2.499], [10.064, -0.110, 1.494], [9.204, -1.344, 5.536], [8.338, -0.061, 4.539], [7.376, -0.273, 6.552], [8.158, 1.287, 6.790], [9.619, -0.019, 9.710], [7.831, -0.119, 9.267], [8.804, 1.387, 8.935], [-8.257, 3.126, 10.725], [-7.360, 2.212, 11.472], [-7.957, 0.808, 11.301], [-7.148, -0.141, 12.196], [-10.093, 0.633, 12.254], [-9.941, 0.811, 13.767], [-8.090, 0.309, 9.892], [-6.846, 0.313, 9.126], [-5.967, -0.527, 9.091], [-4.288, -0.557, 9.286], [-8.257, 2.989, 9.585], [-7.982, 4.166, 10.696], [-9.333, 2.934, 11.101], [-7.398, 2.416, 12.607], [-6.280, 2.106, 11.123], [-7.195, 0.190, 13.255], [-6.101, -0.034, 11.771], [-7.534, -1.175, 12.186], [-10.245, -0.383, 11.883], [-10.557, 1.478, 11.631], [-10.828, 0.854, 14.407], [-9.495, 1.819, 13.739], [-9.289, -0.004, 14.078], [-8.811, 0.829, 9.234], [-8.227, -0.782, 9.906], [-6.724, 1.408, 8.790], [-9.728, -1.159, 6.375], [-3.905, 0.226, 8.521], [-4.037, -1.664, 9.225], [-4.483, -0.405, 10.357], [-2.174, 5.305, -5.318], [-2.115, 6.525, -4.434], [-2.141, 7.831, -5.161], [-2.281, 8.923, -4.154], [-1.026, 9.092, -3.285], [-3.530, 8.829, -3.320], [-3.805, 10.181, -2.736], [-3.205, 11.127, -3.811], [-2.407, 10.290, -4.826], [-2.027, 4.370, -4.725], [-1.316, 5.224, -6.028], [-3.105, 5.110, -5.850], [-1.321, 6.545, -3.681], [-3.012, 6.584, -3.769], [-3.031, 7.915, -5.768], [-1.169, 7.971, -5.668], [-0.901, 8.156, -2.757], [-1.299, 9.786, -2.540], [-0.223, 9.431, -3.863], [-3.412, 8.116, -2.511], [-4.261, 8.591, -4.069], [-3.330, 10.377, -1.765], [-4.850, 10.233, -2.597], [-2.524, 11.894, -3.360], [-3.947, 11.660, -4.287], [-1.438, 10.618, -5.149], [-2.936, 10.096, -5.739], [-0.240, -4.825, -5.336], [-0.608, -3.342, -5.770], [-1.628, -3.391, -6.876], [-2.088, -1.955, -7.269], [-0.856, -1.071, -7.640], [-2.804, -1.320, -6.100], [-3.672, -0.281, -6.849], [-3.866, -0.756, -8.295], [-2.987, -2.003, -8.459], [0.150, -5.380, -6.163], [-1.117, -5.382, -5.062], [0.408, -4.848, -4.507], [0.362, -2.884, -6.141], [-0.875, -2.735, -4.923], [-2.495, -4.000, -6.594], [-1.253, -3.775, -7.789], [-0.262, -0.994, -6.719], [-1.130, -0.031, -7.850], [-0.253, -1.473, -8.430], [-2.147, -0.813, -5.369], [-3.327, -2.055, -5.519], [-3.053, 0.625, -6.910], [-4.487, 0.060, -6.221], [-3.552, -0.019, -9.013], [-4.897, -0.837, -8.731], [-2.316, -1.971, -9.307], [-3.466, -2.947, -8.588], [7.028, -9.827, 0.592], [7.537, -8.880, -0.454], [8.255, -7.642, 0.185], [8.741, -6.656, -0.854], [7.524, -5.936, -1.451], [9.673, -7.128, -1.909], [10.377, -5.911, -2.434], [10.353, -4.862, -1.246], [9.637, -5.602, -0.143], [7.258, -10.887, 0.300], [5.928, -9.710, 0.722], [7.442, -9.545, 1.548], [6.654, -8.506, -1.070], [8.290, -9.266, -1.170], [9.238, -7.982, 0.666], [7.671, -7.161, 0.960], [7.831, -5.433, -2.380], [7.247, -5.151, -0.812], [6.740, -6.707, -1.592], [9.107, -7.680, -2.643], [10.480, -7.772, -1.475], [9.904, -5.519, -3.329], [11.460, -6.066, -2.662], [9.755, -3.967, -1.401], [11.339, -4.492, -0.900], [9.004, -5.017, 0.511], [10.281, -6.194, 0.531], [-5.080, -12.387, 2.186], [-4.831, -12.846, 0.768], [-5.876, -12.567, -0.228], [-6.917, -13.697, -0.710], [-7.443, -13.220, -2.077], [-7.936, -13.698, 0.332], [-7.493, -14.741, 1.349], [-6.482, -15.512, 0.801], [-6.210, -15.093, -0.595], [-4.217, -12.058, 2.771], [-6.225, -12.173, 2.578], [-4.401, -7.488, 3.783], [-4.502, -14.164, 1.128], [-3.893, -12.511, 0.355], [-5.393, -12.520, -1.151], [-6.605, -11.733, -0.096], [-8.242, -13.911, -2.204], [-6.830, -13.277, -2.951], [-7.845, -12.248, -1.966], [-8.704, -14.362, -0.108], [-8.378, -12.794, 0.621], [-12.228, -15.775, -2.368], [-7.791, -14.724, 2.332], [-6.213, -16.469, 1.080], [1.957, -12.275, 13.431], [-6.657, -15.721, -1.370], [-5.152, -14.988, -1.023], [2.213, 2.336, 4.392], [1.362, 1.558, 3.282], [1.077, 2.437, 2.059], [0.159, 1.898, 1.037], [-1.237, 1.756, 1.582], [0.668, 0.619, 0.453], [0.363, 0.698, -0.981], [-0.314, 2.035, -1.302], [0.181, 2.849, -0.096], [3.191, 2.707, 4.001], [2.498, 1.676, 5.207], [1.623, 3.202, 4.829], [0.445, 1.227, 3.809], [1.961, 0.699, 3.029], [2.064, 2.648, 1.641], [0.674, 3.405, 2.314], [-1.125, 1.108, 2.411], [-1.854, 1.284, 0.891], [-1.607, 2.675, 1.941], [0.164, -0.213, 0.961], [1.769, 0.576, 0.618], [-0.215, -0.155, -1.315], [1.366, 0.672, -1.394], [-1.370, 1.953, -1.401], [0.021, 2.537, -2.231], [-0.302, 3.760, 0.192], [1.206, 3.152, -0.223], [2.737, 0.927, -5.478], [2.617, -0.298, -6.066], [3.661, 0.835, -4.433], [3.335, 1.747, -6.427], [1.182, 1.645, -4.911], [0.516, 1.911, -6.164], [0.813, 0.557, -4.026], [1.657, 2.919, -4.179], [1.882, 4.349, -4.835], [3.325, 4.538, -5.021], [0.993, 4.918, -5.752], [1.518, 5.315, -3.253], [2.615, 5.375, -2.503], [1.151, 6.538, -3.512], [0.570, 4.677, -2.546], [-3.409, -0.354, -2.642], [-3.559, 0.500, -1.696], [-4.574, -0.538, -3.387], [-2.615, 0.073, -3.557], [-3.028, -2.056, -1.956], [-4.284, -2.705, -1.782], [-2.280, -2.586, -3.054], [-2.075, -1.748, -0.714], [-2.670, -1.885, 0.745], [-1.697, -1.372, 1.678], [-4.034, -1.446, 0.838], [-2.664, -3.763, 1.053], [-3.538, -4.352, 0.263], [-1.521, -4.407, 0.895], [-3.060, -3.941, 2.300], [5.179, -2.103, -1.351], [6.170, -2.367, -2.177], [4.781, -0.846, -1.475], [4.145, -2.923, -1.616], [5.861, -2.357, 0.454], [4.621, -2.411, 1.230], [6.768, -3.489, 0.403], [6.762, -1.060, 0.547], [6.539, 0.314, 1.369], [5.184, 0.842, 1.319], [7.232, 0.310, 2.593], [7.554, 1.353, 0.154], [6.934, 1.437, -1.008], [7.740, 2.567, 0.690], [8.851, 0.856, -0.040], [-2.664, 7.692, 1.203], [-2.116, 7.755, 2.449], [-3.974, 7.904, 1.261], [-2.067, 8.703, 0.498], [-2.031, 6.272, 0.304], [-2.385, 6.538, -1.072], [-0.638, 6.269, 0.658], [-2.770, 5.081, 0.932], [-4.153, 4.508, 0.433], [-5.069, 5.436, -0.144], [-4.023, 3.247, -0.271], [-4.899, 3.929, 2.059], [-4.303, 2.853, 2.514], [-4.898, 4.943, 2.960], [-6.217, 3.684, 1.855]], "atomic_forces_ev_per_a": [[1.1, -0.4, -0.7], [-2.1, -0.1, -1.6], [0.6, 0.3, 0.9], [0.4, 0.2, -0.6], [-0.9, 0.6, -1.4], [-0.1, 0.7, 0.2], [1.2, -0.6, 0.3], [0.6, 0.2, 0.8], [1.3, -0.6, -0.8], [-0.7, -0.3, 1.3], [-0.3, 0.0, 0.6], [-0.4, 0.5, 0.2], [0.3, -0.5, 0.7], [0.5, 0.4, 0.1], [0.3, 0.5, 0.9], [-0.5, 0.2, 0.5], [0.4, -0.3, 0.2], [-0.6, -0.4, -0.9], [0.6, 0.3, 0.2], [0.1, -1.3, -0.1], [0.2, 0.4, 0.8], [-0.5, 0.4, 0.0], [0.3, -1.2, 0.3], [-1.5, -0.5, 1.0], [0.7, 0.1, -0.9], [-0.6, 1.1, -0.6], [-0.2, 0.0, -0.2], [-0.7, 0.7, -1.3], [-0.1, -0.5, 0.0], [0.5, 0.2, 0.2], [-0.7, 0.2, 0.2], [-1.0, -0.2, -1.4], [0.8, 0.0, 0.6], [-2.0, -0.6, -1.2], [0.1, 1.2, -0.5], [0.1, 0.0, -0.7], [-0.2, -0.4, -1.3], [1.5, 0.0, -2.8], [0.4, 0.0, 0.3], [-1.8, 1.2, 3.8], [-0.5, -0.2, -0.7], [0.3, 0.2, 0.5], [0.7, -0.8, -0.2], [0.3, 0.0, -0.4], [1.4, -0.5, 1.4], [0.2, 0.3, 0.8], [0.1, 0.6, 0.3], [0.2, 0.5, 0.3], [-0.3, -0.6, 0.2], [0.7, -0.9, 0.5], [-0.2, 0.1, 0.1], [0.0, -0.1, 0.4], [-0.4, 0.2, 0.0], [0.6, 0.2, 0.7], [-0.1, 0.5, 0.3], [0.8, 0.3, 0.3], [-0.4, -1.3, 0.4], [-0.5, 0.2, -0.3], [0.3, 0.3, -1.0], [-0.3, -0.7, -0.9], [0.2, 1.2, 1.4], [-1.1, 1.1, 1.1], [0.5, -1.2, -0.2], [0.7, -1.4, 1.1], [1.1, 1.7, -1.4], [0.6, 0.6, -1.2], [-1.0, 0.4, 0.4], [1.5, 0.5, -0.6], [-1.0, -0.2, -1.1], [0.4, 1.2, 2.0], [-0.4, -1.1, -0.8], [-0.4, 0.0, -0.5], [0.5, 0.7, 0.0], [-0.3, -1.1, -1.3], [1.2, 0.0, -0.1], [-1.3, 1.7, -1.0], [0.0, -0.1, 0.2], [0.9, 0.3, 0.0], [-0.4, -0.4, 0.5], [-0.4, 0.1, 0.5], [-1.3, -1.0, -0.1], [0.6, -0.3, -0.1], [0.0, -0.4, 1.9], [-0.3, -0.1, -0.4], [0.6, -0.4, 0.3], [-0.4, -0.4, 0.8], [0.3, -0.7, -0.4], [-1.0, 0.1, -0.8], [0.5, 0.1, 0.0], [-0.1, -1.1, -0.1], [-1.8, 0.2, -2.1], [0.2, -1.6, 1.0], [-0.8, -0.6, 2.1], [0.2, 0.8, -1.1], [-0.6, 0.8, -0.2], [1.1, 0.6, -2.6], [-0.5, -2.3, 0.0], [-0.5, 6.3, -1.1], [2.8, -3.8, 0.0], [-2.2, 0.0, -0.3], [-0.1, -0.5, 1.5], [0.0, 0.5, 1.0], [1.8, 0.9, -0.7], [0.3, -0.3, -1.8], [-1.3, 0.6, 0.5], [0.2, 0.1, -0.9], [-1.0, -0.7, 1.0], [0.3, 0.5, -0.5], [0.3, 0.4, -0.3], [0.8, -1.5, 1.0], [-0.3, -0.1, -0.6], [0.2, -0.3, 1.1], [0.1, 0.3, 0.5], [0.0, -0.3, 1.0], [-1.3, 0.2, 0.6], [0.9, -1.5, -0.3], [0.5, 0.3, 0.4], [-0.4, -1.6, 1.8], [-0.4, 1.6, -0.8], [1.4, 0.9, -0.4], [1.4, -1.8, -0.1], [-1.6, 0.0, 1.3], [0.9, 0.0, 0.7], [1.8, 1.9, 0.4], [-2.4, -1.9, 0.5], [0.9, -0.3, 0.5], [1.8, 0.6, -0.6], [2.2, 0.4, 1.3], [-1.2, -1.0, 0.4], [-0.2, 0.7, 0.0], [-0.8, 0.5, 0.3], [-0.1, 0.6, 0.0], [0.2, -0.5, -0.6], [0.5, -0.7, -0.6], [0.1, 0.0, -0.7], [-0.7, 0.3, -0.3], [0.5, -0.1, 0.0], [-0.1, 1.1, 0.8], [1.2, 0.2, -0.8], [-0.1, -0.6, -0.3], [-0.8, -0.5, 0.0], [-0.1, -0.4, -0.2], [-1.2, 0.6, 0.1], [-0.6, -0.7, -0.2], [-1.6, 1.2, -1.2], [0.5, 0.4, 0.3], [-0.6, 0.1, -0.4], [-1.5, 1.4, -0.9], [2.5, -1.3, -0.4], [-0.3, 1.6, 0.4], [1.8, -0.9, 0.7], [-0.5, 0.2, 2.0], [-0.3, 1.4, -0.9], [0.9, 0.8, 0.6], [-1.4, -0.2, -1.1], [0.2, 1.0, -0.1], [0.7, -0.2, -0.6], [-0.7, 0.0, 0.4], [1.0, 0.1, 0.9], [-1.1, -0.6, 0.2], [-0.6, 0.0, 0.4], [-0.1, 0.6, 0.0], [0.7, -0.6, -0.8], [-0.1, -0.1, -0.4], [-0.5, -0.5, -0.2], [-0.1, -0.5, -0.4], [0.1, -0.6, -0.9], [-0.5, -0.6, -0.1], [-0.1, -0.1, 0.0], [-0.6, -0.4, -0.4], [0.8, 0.6, 0.1], [0.5, -0.7, 1.2], [0.0, 0.3, -0.4], [-0.7, -0.6, 0.7], [-0.8, -1.0, -0.1], [0.0, 2.3, -1.4], [1.8, -1.8, -0.4], [-0.4, 2.0, 1.2], [0.9, -1.3, -1.2], [0.9, -1.3, 0.3], [1.3, 1.9, 0.2], [-0.2, 0.0, 0.2], [-0.3, -1.3, 0.8], [-0.3, 1.0, 0.7], [0.7, -0.3, -0.2], [0.4, -0.5, 0.4], [1.2, -0.6, 0.6], [-0.6, -0.4, 0.5], [-1.5, 0.1, -0.4], [-0.2, 0.5, -0.2], [-0.2, -0.6, 0.1], [-0.6, 0.7, 1.2], [0.5, 0.9, -0.2], [0.0, -0.2, -0.3], [-1.1, 0.1, 0.0], [0.0, 0.1, 0.0], [-1.1, -0.4, -0.1], [0.0, 0.1, -0.7], [-0.4, -0.5, -0.4], [-0.2, 0.3, -0.1], [0.0, 0.2, -0.5], [-2.4, 1.4, -0.7], [0.8, -2.8, 4.4], [-2.6, -1.4, -1.6], [3.0, 1.5, 0.8], [-0.5, -1.8, 1.7], [-1.5, -4.4, -0.4], [4.3, -0.2, -3.0], [-3.3, 2.7, 0.0], [0.4, 1.2, -2.4], [-0.5, -0.3, 0.2], [3.4, -0.7, -1.0], [-0.1, -0.4, -0.2], [-1.1, 3.4, -1.6], [0.5, 0.2, 0.3], [1.0, 1.0, -1.5], [1.3, -0.2, 0.4], [-0.9, -0.3, -0.6], [1.2, -0.2, 0.1], [-0.3, 1.0, 0.3], [-0.7, 1.0, -0.1], [-0.1, 1.5, 0.3], [0.1, 0.0, 0.0], [-1.1, -0.4, 2.0], [0.9, -1.6, 1.1], [0.0, 0.0, 0.0], [-0.5, -0.2, 0.2], [-1.2, 0.1, 1.2], [-0.6, 0.8, -0.8], [0.1, 1.0, 1.8], [0.8, 0.1, 1.4], [0.2, 0.4, 0.4], [2.0, -0.3, 0.6], [0.2, -0.6, 2.0], [0.4, -0.3, -2.1], [1.4, 0.8, 0.1], [-0.5, 0.1, -0.9], [-0.8, -0.1, 0.0], [-0.3, -0.2, 0.0], [0.8, -1.0, -0.6], [0.4, 0.0, -0.5], [-0.1, -0.4, -0.4], [-0.2, -0.2, -0.6], [-0.2, 0.3, 0.5], [-0.2, -0.8, 0.8], [-1.0, -0.5, -1.4], [-0.3, 1.3, 0.0], [0.3, 0.2, 0.0], [-0.9, 0.0, 0.2], [0.1, -0.1, -0.2], [-0.3, -0.1, -1.1], [-1.0, 0.0, 0.4], [0.0, -0.7, 0.6], [-0.8, 0.4, 0.1], [0.6, -0.2, -0.4], [3.2, 0.0, -0.8], [-0.1, 1.3, 0.9], [-1.4, -0.1, -1.5], [-0.7, -0.9, 1.1], [0.5, -1.8, -0.9], [-0.6, -0.3, 0.7], [-0.8, 1.4, -0.4], [-0.5, 0.4, 0.1], [3.0, 0.1, 3.0], [-1.4, 0.0, -0.2], [-1.4, 0.2, -1.8], [0.6, -1.9, 0.0], [0.3, -0.1, 0.3], [-0.6, 1.1, -0.3], [-0.1, 0.7, -0.1], [-2.0, -2.9, -0.8], [-0.6, 1.7, 1.1], [-0.3, 0.4, 1.1], [2.4, 1.1, -0.6], [0.5, 0.2, -1.3], [-0.6, 0.4, 1.0], [1.1, -0.2, -0.4], [-0.6, -0.4, -0.7], [0.5, -0.4, 0.3], [-0.3, -0.1, -0.2], [0.1, -0.2, 0.4], [-0.6, 0.3, 0.1], [-0.6, -0.1, -0.5], [0.8, 0.6, -0.1], [-0.1, 0.1, 0.8], [0.0, -0.7, 2.1], [0.3, 0.0, -0.9], [0.0, 0.0, -0.3], [0.5, 0.4, 0.1], [-1.6, 0.8, -0.8], [1.9, 0.0, -0.5], [-0.7, 0.1, 0.1], [-0.2, 0.7, 1.0], [-2.1, -1.4, -3.6], [1.4, -0.2, 0.2], [1.2, 0.4, 1.9], [1.4, -0.4, 0.9], [0.3, 0.1, 0.1], [-0.4, -0.1, -0.3], [-2.0, 0.4, 0.0], [1.4, 1.9, 0.8], [-1.0, -0.3, -0.9], [0.7, -0.4, 0.0], [-0.8, 0.3, 0.4], [0.6, 0.4, -0.9], [0.1, -0.1, 0.1], [-0.4, -0.3, -0.1], [-0.8, -1.6, 0.6], [-0.1, -1.5, -0.4], [-0.2, 0.6, 0.3], [0.2, 0.3, 0.3], [-0.8, 2.2, -0.2], [0.0, -0.1, 0.4], [0.6, -0.9, -0.2], [0.7, -0.3, 0.0]], "lowdin_charge": [-0.062, -0.205, -0.234, 0.052, -0.134, -0.039, -0.084, -0.172, -0.172, -0.109, 0.088, 0.106, 0.070, 0.107, 0.137, 0.087, 0.098, 0.125, 0.105, 0.132, 0.080, 0.092, 0.095, 0.091, 0.143, 0.128, 0.124, 0.076, 0.108, 0.082, -0.043, -0.134, -0.206, 0.029, -0.114, -0.043, -0.090, -0.281, -0.188, -0.100, 0.061, 0.073, 0.106, 0.109, 0.081, 0.107, 0.127, 0.070, 0.115, 0.136, 0.089, 0.049, 0.082, 0.142, 0.138, 0.156, 0.146, 0.104, 0.088, 0.125, -0.047, -0.121, -0.240, 0.022, -0.193, -0.065, -0.064, -0.178, -0.239, -0.118, 0.102, 0.097, 0.094, 0.089, 0.120, 0.092, 0.125, 0.093, 0.150, 0.122, 0.061, 0.068, 0.111, 0.136, 0.116, 0.132, 0.142, 0.116, 0.100, 0.108, -0.091, -0.217, -0.178, -0.027, 0.127, -0.075, -0.181, -0.224, -0.064, 0.188, 0.101, 0.081, 0.095, 0.147, 0.138, 0.093, 0.091, 0.108, 0.092, 0.107, 0.112, 0.084, 0.074, 0.119, 0.131, 0.152, -0.294, 0.135, 0.116, 0.065, -0.082, -0.246, -0.119, -0.254, 0.071, -0.109, -0.120, -0.109, -0.077, 0.087, 0.070, 0.077, 0.082, 0.112, 0.138, 0.160, 0.087, 0.092, 0.097, 0.114, 0.144, 0.121, 0.112, 0.137, 0.087, 0.128, 0.124, -0.056, -0.203, -0.107, -0.232, 0.053, -0.101, -0.128, -0.129, -0.102, 0.066, 0.067, 0.059, 0.123, 0.077, 0.146, 0.122, 0.083, 0.111, 0.108, 0.119, 0.125, 0.111, 0.112, 0.103, 0.134, 0.128, 0.125, -0.099, -0.238, -0.120, -0.257, 0.061, -0.137, -0.130, -0.120, -0.107, 0.103, 0.092, 0.067, 0.115, 0.112, 0.154, 0.140, 0.116, 0.043, 0.105, 0.134, 0.161, 0.110, 0.135, 0.112, 0.129, 0.119, 0.135, 0.091, -0.257, -0.109, -0.236, 0.061, -0.128, 0.017, -0.052, -0.081, 0.042, 0.125, -0.141, 0.244, 0.108, 0.099, 0.153, 0.094, 0.110, 0.099, 0.151, 0.128, -0.067, 0.096, 0.101, 0.077, 0.138, 0.160, -0.086, -0.190, -0.146, -0.249, 0.059, -0.097, -0.153, -0.099, -0.102, 0.076, 0.057, 0.090, 0.110, 0.101, 0.141, 0.139, 0.079, 0.086, 0.088, 0.121, 0.151, 0.096, 0.116, 0.089, 0.087, 0.102, 0.134, -0.562, 0.107, 0.068, 0.068, 0.554, -0.284, -0.272, -0.287, 0.633, -0.320, -0.248, -0.670, 0.129, 0.160, 0.113, -0.692, 0.172, 0.060, 0.162, 0.573, -0.268, -0.296, -0.291, 0.588, -0.302, -0.290, -0.692, 0.138, 0.158, 0.127, -0.659, 0.135, 0.137, 0.126, 0.625, -0.306, -0.342, -0.319, 0.602, -0.299, -0.288, -0.609, 0.146, 0.120, 0.057, -0.634, 0.119, 0.163, 0.074, 0.546, -0.294, -0.266, -0.293, 0.585, -0.275, -0.311, -0.633, 0.163, 0.119, 0.090], "e_lumo_ev": -10.483, "e_tot_ev": -297856.5886, "de_lowest_kcal_mol": 726.8, "orbital_gap_ev": 0.67, "charge": 5, "homo_ev": -11.1543}